<P>
An isolated molecule of C5H5NO, computed with the ωB97M-V functional and the def2-TZVPD basis.

ORCA input file:
```
! RIJCOSX wB97M-V def2-TZVPD def2/J DEFGRID3
* xyz 0 1
O 1.1489 2.1285 -0.3958
C 0.4746 1.1615 -0.1853
C 0.7942 -0.3118 0.1763
C 2.1243 -0.8584 0.1486
C -0.9538 0.8327 -0.5438
C -0.7142 -0.6178 -0.2990
N -1.6157 0.1357 0.5478
H 2.0756 -1.9573 0.0322
H -1.5205 1.3247 -1.3189
H 0.5384 -0.7159 1.1654
H -1.0866 -1.5030 -0.8039
H -1.2652 0.3812 1.4765
*
```

Values from the calculation:
**Frontier orbital gap**: 0.306 Ha
**HOMO**: -8.95 eV

Atom charges from the Mulliken analysis, given in e for atoms 1 to 8: number 1, O, carries -0.524; number 2, C, carries 0.380; number 3, C, carries 0.057; number 4, C, carries -0.650; number 5, C, carries -0.200; number 6, C, carries -0.165; number 7, N, carries -0.494; number 8, H, carries 0.235

<Q>
An isolated molecule of C5H5NO, computed with the ωB97M-V functional and the def2-TZVPD basis.

ORCA input file:
```
! RIJCOSX wB97M-V def2-TZVPD def2/J DEFGRID3
* xyz 0 1
O -2.0340 0.5919 -1.2475
C -1.2297 -0.4707 -0.9857
C 1.8733 1.0181 -0.2369
C 1.3832 0.3324 0.7629
N 0.8651 -0.3152 1.6688
C -0.9394 -0.9499 0.2043
C -0.3055 -1.0978 1.3430
H -2.2695 1.0066 -0.4052
H -0.8658 -0.9320 -1.8998
H 2.6435 0.5980 -0.8713
H 1.4764 2.0015 -0.4646
H -0.5978 -1.7830 2.1320
*
```

Values from the calculation:
**Frontier orbital gap**: 0.357 Ha
**HOMO**: -9.21 eV

Atom charges from the Mulliken analysis, given in e for atoms 1 to 8: number 1, O, carries -0.473; number 2, C, carries -0.051; number 3, C, carries -0.834; number 4, C, carries 0.754; number 5, N, carries -0.489; number 6, C, carries -0.229; number 7, C, carries -0.210; number 8, H, carries 0.325

<R>
An isolated molecule of C5H5NO, computed with the ωB97M-V functional and the def2-TZVPD basis.

ORCA input file:
```
! RIJCOSX wB97M-V def2-TZVPD def2/J DEFGRID3
* xyz 0 1
O -1.9131 -0.6080 1.8424
C -1.1489 -0.7833 0.9249
C -0.3482 0.3354 0.2702
C 1.2368 0.0741 0.2129
C -0.6287 0.4533 -1.2370
C 0.6126 0.0835 -1.5461
N 1.7460 -0.3123 -1.2754
H -1.0210 -1.7862 0.4623
H -0.5606 1.2576 0.8274
H 1.5429 -0.8052 0.7746
H 1.7745 0.9763 0.5011
H -1.2925 1.1149 -1.7573
*
```

Values from the calculation:
**Frontier orbital gap**: 0.298 Ha
**HOMO**: -8.24 eV

Atom charges from the Mulliken analysis, given in e for atoms 1 to 8: number 1, O, carries -0.469; number 2, C, carries -0.132; number 3, C, carries 0.445; number 4, C, carries -0.473; number 5, C, carries -0.820; number 6, C, carries 0.396; number 7, N, carries -0.549; number 8, H, carries 0.349

Tell me which of them is the least stable. Sure, it is <P>.

<P>
An isolated molecule of C5H5NO, computed with the ωB97M-V functional and the def2-TZVPD basis.

ORCA input file:
```
! RIJCOSX wB97M-V def2-TZVPD def2/J DEFGRID3
* xyz 0 1
O -2.7032 -0.1148 -0.2366
C -1.4878 -0.1111 -0.0755
C -0.8898 0.7624 0.9630
C -0.4380 1.3997 1.8818
C -0.5950 -1.0385 -0.7014
C 1.4243 0.2592 -0.7460
N 0.7558 -0.8641 -0.7287
H -0.0364 1.9630 2.6965
H -0.9734 -1.9713 -1.0927
H 2.4917 0.2485 -0.5783
H 0.8836 1.1797 -0.9121
H 1.3173 -1.7114 -0.6955
*
```

Values from the calculation:
**Frontier orbital gap (alpha / beta)**: 0.282 / 0.282 Ha
**HOMO (alpha / beta)**: -7.80 / -7.80 eV

Atom charges from the Mulliken analysis, given in e for atoms 1 to 8: number 1, O, carries -0.584; number 2, C, carries 0.028; number 3, C, carries -0.397; number 4, C, carries 0.182; number 5, C, carries -0.306; number 6, C, carries -0.549; number 7, N, carries -0.051; number 8, H, carries 0.388

<Q>
An isolated molecule of C5H5NO, computed with the ωB97M-V functional and the def2-TZVPD basis.

ORCA input file:
```
! RIJCOSX wB97M-V def2-TZVPD def2/J DEFGRID3
* xyz 0 1
C 0.1358 1.3202 0.0545
C 0.5557 -1.1295 0.3110
C -1.1454 0.9985 -0.0760
C 1.1570 0.2583 0.1577
C -1.5010 -0.5467 -0.4699
N -0.6572 -1.5211 0.1286
O -2.3295 0.3947 0.0693
H 0.5838 2.3797 0.2769
H 1.3449 -1.8799 0.6357
H 1.7607 -0.0220 -0.6358
H 1.8704 0.4702 1.0054
H -1.7752 -0.7223 -1.4576
*
```

Values from the calculation:
**Frontier orbital gap**: 0.336 Ha
**HOMO**: -8.33 eV
**Structure (SMILES)**: C1=N[C@H]2OC2=CC1

Atom charges from the Mulliken analysis, given in e for atoms 1 to 8: number 1, C, carries -0.288; number 2, C, carries 0.088; number 3, C, carries 0.211; number 4, C, carries -0.540; number 5, C, carries -0.084; number 6, N, carries -0.621; number 7, O, carries -0.356; number 8, H, carries 0.245

<R>
A structure of composition C5H5NO, computed with the ωB97M-V functional and the def2-TZVPD basis.

ORCA input file:
```
! RIJCOSX wB97M-V def2-TZVPD def2/J DEFGRID3
* xyz 0 1
O 1.0787 0.6841 -1.6527
C 0.2128 1.1443 -0.8433
C 0.2976 0.4885 0.5541
C -0.6205 -0.5706 1.1217
C 0.4231 -0.9605 0.1210
C -0.1978 -0.6842 -1.1922
N -1.1894 -0.1376 -1.5571
H -0.2675 2.1168 -1.0216
H 1.0309 0.9641 1.1976
H -1.6569 -0.6261 0.8073
H -0.4200 -0.8670 2.1475
H 1.3089 -1.5519 0.3179
*
```

Values from the calculation:
**Frontier orbital gap**: 0.370 Ha
**HOMO**: -9.47 eV

Atom charges from the Mulliken analysis, given in e for atoms 1 to 8: number 1, O, carries -0.496; number 2, C, carries 0.100; number 3, C, carries -0.312; number 4, C, carries -0.530; number 5, C, carries -0.291; number 6, C, carries 0.511; number 7, N, carries -0.593; number 8, H, carries 0.370

Tell me which of them is the least stable. Sure, it is <Q>.